{"formula": "C11H27F7N2O4PS", "method": "ωB97M-V/def2-TZVPD", "elements": ["O", "S", "O", "P", "C", "F", "F", "C", "F", "F", "C", "F", "F", "F", "H", "H", "H", "H", "H", "C", "C", "C", "O", "C", "N", "H", "H", "H", "H", "H", "H", "H", "H", "H", "H", "H", "C", "C", "C", "O", "C", "N", "H", "H", "H", "H", "H", "H", "H", "H", "H", "H", "H"], "positions_angstrom": [[-0.553, 1.157, 1.507], [-0.690, 1.218, 3.081], [0.661, 1.820, 3.570], [-2.374, 2.578, 3.396], [-1.031, -0.530, 3.630], [-0.134, -1.418, 2.798], [-2.422, -0.864, 3.179], [-0.713, -0.887, 5.187], [-0.158, -2.294, 5.187], [0.313, -0.057, 5.853], [-2.016, -0.935, 6.189], [-2.624, 0.412, 6.455], [-1.472, -1.373, 7.530], [-3.027, -1.975, 5.828], [-1.802, 3.477, 2.385], [-1.673, 3.227, 4.473], [-3.052, 1.644, 4.257], [-3.082, 1.940, 2.277], [-3.464, 3.514, 3.591], [2.515, -1.340, -1.723], [1.732, -0.695, -0.581], [2.606, 0.166, 0.359], [3.408, -0.589, 1.273], [4.617, -1.085, 0.719], [1.016, -1.745, 0.158], [3.104, -2.202, -1.396], [1.829, -1.700, -2.499], [3.194, -0.618, -2.190], [0.989, -0.030, -1.038], [1.936, 0.768, 0.984], [3.224, 0.876, -0.203], [5.049, -0.399, -0.016], [4.449, -2.067, 0.275], [5.333, -1.214, 1.538], [0.418, -1.301, 0.857], [1.711, -2.247, 0.720], [-2.616, -0.090, -4.867], [-1.825, 0.788, -3.900], [-0.527, 1.365, -4.511], [0.546, 0.424, -4.610], [0.476, -0.427, -5.743], [-1.550, 0.022, -2.676], [-2.174, -1.082, -4.995], [-3.636, -0.243, -4.493], [-2.693, 0.382, -5.853], [-2.468, 1.637, -3.637], [-0.164, 2.156, -3.844], [-0.715, 1.842, -5.480], [0.054, 0.078, -6.617], [-0.100, -1.323, -5.502], [1.495, -0.749, -5.986], [-1.108, 0.642, -1.996], [-0.814, -0.654, -2.900]], "nbo_charge": [-0.943, 1.557, -0.903, 0.277, 0.408, -0.343, -0.326, 0.579, -0.328, -0.290, 0.942, -0.308, -0.341, -0.313, -0.113, -0.124, -0.165, -0.128, -0.130, -0.610, -0.079, -0.093, -0.546, -0.245, -0.842, 0.193, 0.209, 0.196, 0.190, 0.232, 0.149, 0.163, 0.159, 0.179, 0.387, 0.346, -0.614, -0.083, -0.076, -0.548, -0.248, -0.817, 0.201, 0.219, 0.194, 0.190, 0.190, 0.156, 0.164, 0.168, 0.185, 0.365, 0.355], "lumo_energy_ev": 2.6, "gap_ev": 7.3, "homo_ha": -0.17272, "total_charge": -1}

{"formula": "C48H53BrFN6O5SYb", "method": "ωB97M-V/def2-TZVPD", "elements": ["Yb", "C", "C", "C", "C", "C", "C", "C", "C", "C", "C", "C", "C", "H", "H", "H", "H", "H", "H", "H", "H", "H", "H", "H", "H", "H", "H", "H", "H", "H", "H", "O", "C", "C", "C", "C", "C", "C", "C", "O", "N", "N", "C", "C", "Br", "C", "C", "C", "C", "C", "C", "C", "H", "H", "H", "H", "H", "H", "H", "H", "H", "H", "H", "H", "H", "H", "F", "C", "C", "C", "C", "O", "C", "C", "N", "C", "C", "C", "C", "C", "C", "N", "C", "C", "N", "C", "C", "C", "O", "O", "H", "H", "H", "H", "H", "H", "H", "H", "H", "H", "H", "H", "H", "H", "H", "H", "H", "H", "S", "C", "C", "N", "C", "H", "H", "H"], "positions_angstrom": [[0.869, 0.955, 0.868], [-1.091, 6.769, 1.455], [-1.915, 5.477, 1.216], [-2.526, 4.882, 2.329], [-2.032, 5.297, 3.724], [-3.426, 3.815, 2.143], [-4.294, 3.260, 3.257], [-3.508, 3.205, 0.849], [-4.309, 1.947, 0.648], [-2.764, 3.711, -0.245], [-2.686, 3.003, -1.601], [-1.981, 4.882, -0.073], [-1.106, 5.340, -1.185], [-0.021, 6.633, 1.483], [-1.352, 7.193, 2.402], [-1.301, 7.503, 0.645], [-0.936, 5.306, 3.689], [-2.332, 4.578, 4.502], [-2.370, 6.280, 3.978], [-4.614, 4.069, 3.910], [-3.771, 2.521, 3.876], [-5.231, 2.756, 2.857], [-5.004, 2.045, -0.149], [-4.805, 1.619, 1.553], [-3.647, 1.128, 0.357], [-1.715, 2.548, -1.773], [-2.877, 3.754, -2.399], [-3.463, 2.255, -1.646], [-0.399, 6.055, -0.814], [-1.702, 5.713, -2.014], [-0.514, 4.471, -1.529], [1.409, -2.818, -0.118], [2.465, -3.287, 0.469], [2.984, -4.564, 0.132], [3.925, -5.168, 0.895], [4.464, -4.443, 1.988], [4.032, -3.169, 2.308], [3.037, -2.585, 1.582], [2.392, -1.299, 2.078], [1.161, -1.089, 1.521], [3.452, -0.153, 1.789], [3.021, 1.117, 2.031], [3.900, 2.102, 2.079], [3.440, 3.440, 2.318], [1.774, 4.028, 1.637], [4.155, 4.438, 2.973], [5.247, 4.291, 3.902], [5.978, 5.413, 4.328], [6.843, 5.365, 5.415], [6.891, 4.216, 6.178], [6.271, 3.040, 5.755], [5.483, 3.065, 4.626], [1.174, -1.927, 0.626], [2.562, -5.038, -0.741], [4.322, -6.168, 0.689], [5.280, -4.887, 2.598], [4.571, -2.596, 3.078], [2.403, -1.174, 3.171], [3.823, -0.197, 0.835], [4.971, 1.855, 1.994], [3.928, 5.463, 2.717], [5.853, 6.354, 3.833], [7.444, 6.250, 5.661], [7.423, 4.276, 7.131], [6.447, 2.051, 6.251], [4.989, 2.128, 4.399], [-4.599, -3.459, -1.791], [-3.390, -3.014, -2.262], [-2.804, -1.882, -1.787], [-1.545, -1.471, -2.273], [-0.666, -0.584, -1.503], [-0.903, -0.287, -0.281], [0.465, -0.062, -2.299], [0.912, -0.698, -3.410], [0.221, -1.751, -3.952], [0.746, -2.405, -5.106], [2.206, -2.396, -5.372], [1.635, -3.669, -4.854], [-1.028, -2.124, -3.442], [-1.659, -3.245, -3.957], [-2.901, -3.696, -3.417], [-3.511, -4.785, -4.019], [-4.236, -5.785, -3.221], [-3.901, -7.160, -3.807], [-4.160, -7.219, -5.295], [-3.456, -6.153, -6.073], [-3.755, -4.784, -5.456], [1.270, 0.928, -1.550], [2.231, 0.416, -0.881], [0.846, 2.120, -1.395], [-3.264, -1.320, -0.975], [1.839, -0.412, -3.921], [0.087, -2.642, -5.969], [2.851, -1.882, -4.631], [2.446, -2.439, -6.447], [1.814, -3.949, -3.792], [1.516, -4.469, -5.634], [-1.222, -3.799, -4.778], [-5.330, -5.614, -3.266], [-3.988, -5.760, -2.164], [-4.536, -7.949, -3.337], [-2.825, -7.411, -3.660], [-5.164, -7.153, -5.470], [-3.903, -8.140, -5.654], [-3.815, -6.185, -7.123], [-2.385, -6.436, -6.096], [-4.799, -4.530, -5.722], [-3.113, -4.000, -5.903], [-1.475, -1.138, 4.960], [-0.147, -0.057, 5.239], [0.053, 0.763, 4.133], [-0.773, 0.492, 3.062], [-1.570, -0.529, 3.354], [0.344, -0.061, 6.177], [0.819, 1.526, 3.984], [-2.167, -1.036, 2.595]], "mulliken_charge": [0.295, -2.058, 0.827, 1.494, -2.190, 0.381, -2.126, 1.189, -2.061, 0.771, -1.758, 1.178, -2.008, 0.283, 0.424, 0.452, 0.386, 0.380, 0.432, 0.471, 0.314, 0.442, 0.507, 0.266, 0.008, 0.203, 0.367, 0.456, 0.442, 0.380, 0.203, -0.611, 0.528, -0.597, -0.620, -0.607, -0.532, -0.282, 0.619, -0.154, -0.517, 0.320, -0.843, 0.642, -0.022, -0.729, 0.558, -0.466, -0.593, -0.312, -0.726, -0.228, 0.415, 0.402, 0.386, 0.329, 0.377, 0.437, 0.373, 0.669, 0.376, 0.352, 0.366, 0.369, 0.335, 0.427, -0.343, 0.135, -0.553, 0.185, 1.620, -0.705, -0.001, -0.409, 0.401, -0.608, -0.996, -0.338, -0.061, -0.351, -0.944, 0.309, -0.631, -0.806, -0.124, -0.713, -0.597, 0.100, -0.602, -0.501, 0.489, 0.623, 0.655, 0.324, 0.298, 0.227, 0.271, 0.925, 0.395, 0.459, 0.402, 0.328, 0.408, 0.351, 0.390, 0.361, 0.244, 0.478, -0.093, -0.398, -0.673, 0.329, -0.238, 0.484, 0.424, 0.279], "e_above_lowest_kj_mol": 161.7, "lumo_energy_ev": [-4.8, -5.3], "gap_ev": [5.9, 5.5], "homo_ha": [-0.39539, -0.39539], "multiplicity": 2, "total_charge": 2}

{"formula": "C4H9N", "method": "ωB97M-V/def2-TZVPD", "elements": ["C", "C", "C", "N", "C", "H", "H", "H", "H", "H", "H", "H", "H", "H"], "positions_angstrom": [[0.089, -1.336, 0.541], [0.175, -0.033, -0.218], [-0.617, 1.032, 0.095], [-1.398, 1.134, 1.195], [1.055, -0.091, -1.430], [0.699, -1.282, 1.449], [0.412, -2.218, 0.004], [-0.943, -1.481, 0.866], [-0.616, 1.810, -0.667], [-1.687, 2.109, 1.333], [-0.973, 0.811, 2.063], [1.513, 0.868, -1.664], [0.471, -0.471, -2.276], [1.821, -0.852, -1.291]], "nbo_charge": [-0.703, 0.253, 0.087, -0.617, -0.684, 0.272, 0.266, 0.249, 0.236, 0.424, 0.422, 0.252, 0.284, 0.260], "e_above_lowest_kj_mol": 50.3, "lumo_energy_ev": [-3.6, -7.3], "gap_ev": [11.0, 9.9], "homo_ha": [-0.53923, -0.63252], "multiplicity": 2, "total_charge": 1}

Number 1: E -2284.10263 hartree. Number 2: E -6795.87506 hartree. Number 3: E -212.26099 hartree.